a.
89
Properties=species:S:1:pos:R:3 method="wB97M-V/def2-TZVPD" homo_energy_ha="-0.141 / -0.141" orbital_gap_ha="0.1884 / 0.1884" total_charge=-1 spin_multiplicity=1
H 5.0237 3.9258 -3.5473
C -1.1759 1.8997 2.5747
H 6.7515 3.0080 -1.9878
O 1.6686 1.7462 -1.5549
C -1.6202 -3.1817 -2.2490
H 2.0280 5.2278 5.1056
H 1.3320 -4.3917 -3.4125
C -6.8313 -0.8582 1.2698
C 4.4713 -3.1285 2.2598
H -7.5490 0.4072 2.8532
C -3.7190 -5.1540 2.4480
C -0.9290 3.6836 4.4518
C -2.6945 -3.5105 4.7596
H -1.4971 -0.3743 4.2928
C -2.5259 -3.9138 -2.9901
C 4.0548 -0.7712 2.8254
C 0.9428 1.9379 1.9210
C 3.0166 2.0093 -1.5767
C 0.8063 -1.5250 3.5207
C 1.3355 4.5515 4.6196
H -3.5900 -3.7725 -2.8532
C -2.6791 -2.1223 4.6886
H -2.6961 -5.4146 -4.5130
C 2.8325 -0.7895 1.9499
C -5.7526 -1.2521 0.5018
C -1.5078 -1.4532 4.3644
N 1.9290 1.6382 0.9769
C -2.0168 -4.8255 -3.9097
C -4.6290 -5.2358 3.6430
C -3.1992 -0.8694 0.1798
N -2.3234 -0.0534 0.7622
C -4.5204 -0.6537 0.7514
N 1.6805 -0.2943 -0.0306
C -0.2525 -3.3542 -2.4056
C 1.7744 3.7427 3.5956
H 4.2940 0.1416 3.3561
C 3.9922 1.4864 -0.7018
C -2.9825 0.7138 1.7370
H 3.4496 -4.0283 0.6306
H -0.2771 -5.7143 -4.7916
C 4.7499 3.2459 -2.7510
S -4.2090 -4.3502 5.1465
C 2.8698 -1.9504 0.9172
C 3.4293 2.8821 -2.5805
C 1.6338 -1.0791 2.7669
N -2.4653 1.5836 2.5618
H -3.2490 -4.1812 2.3349
H -1.5300 -5.3073 4.6193
C 0.8537 2.8813 2.9887
H -4.3023 -5.3934 1.5623
H 5.6011 -1.8915 3.6717
H -2.9301 -5.9015 2.5567
C -0.0089 4.5191 5.0455
C -0.6425 -4.9971 -4.0675
C 5.3169 1.8765 -0.8791
H -5.8512 -2.0044 -0.2697
H 0.5319 -4.1204 3.9258
C -6.6854 0.1241 2.2638
H -7.8008 -1.3132 1.1108
C 5.7088 2.7370 -1.8858
O 3.8570 0.5487 0.3118
H 2.8032 3.7704 3.2575
H -5.3512 1.4913 3.2648
C -0.3556 -2.1729 4.0545
Rh -0.3378 -0.0956 0.4049
C 2.6119 0.3544 0.9468
C -1.8090 -2.1485 -1.2015
B 1.2896 1.1153 -0.3712
C -0.3693 -3.5677 4.1573
H 5.0372 -4.0171 2.5076
N -0.2339 1.3807 1.7176
C 2.0986 -1.6335 -0.1493
H -1.9625 3.6656 4.7746
C 4.7597 -1.8918 2.9883
C 0.2627 -4.2632 -3.3070
H 6.0375 1.4618 -0.1858
C -1.5225 -4.2280 4.5336
C -4.3775 0.3315 1.7318
O -5.6307 -5.9033 3.6700
H -0.3202 5.1693 5.8543
C -5.4678 0.7321 2.5020
H 2.6518 3.2685 -3.2270
N -2.9932 -1.7926 -0.7939
H -3.5924 -1.5662 4.8575
N -0.5918 -1.7322 -0.7786
C 3.5910 -3.1462 1.2427
C 0.3986 -2.4576 -1.4237
N 1.6599 -2.4405 -1.1833
C -0.5017 2.8507 3.4126

=====

b.
89
Properties=species:S:1:pos:R:3 method="wB97M-V/def2-TZVPD" homo_energy_ha="-0.145 / -0.147" orbital_gap_ha="0.1950 / 0.1959" total_charge=-1 spin_multiplicity=1
C 0.7922 4.4155 -1.1398
C -2.5925 1.7736 -1.9588
C 0.2069 0.0917 -4.3826
H -4.8533 0.1318 -5.6436
C 3.2430 4.6671 -1.4155
C 2.6020 -0.9214 0.7123
H 6.8083 -2.9968 0.0696
C -2.3038 0.5868 -1.4067
C -0.1186 -0.8858 -6.5031
C 5.3534 -0.4262 -1.6083
H -1.7356 -2.5661 6.6054
H -3.4828 -0.1411 -3.5887
H -6.4925 4.4049 0.8035
N -1.8159 0.5813 -0.1239
C 1.9356 2.4867 -1.5335
C -4.6222 3.7643 -0.0233
H -2.9450 2.6790 -9.1353
C -3.3012 1.9518 -3.2255
C -3.6186 2.8052 -0.0117
B 0.1843 1.5333 -2.7446
C 0.8481 -1.3005 2.1824
H -3.1301 3.3168 -7.4720
C -1.1655 -2.3403 5.7129
C -0.3126 1.2854 -4.8591
N 2.9611 1.5769 -1.6704
H 1.7617 7.6080 -0.5854
C -4.8224 1.6004 1.7015
C 1.8121 6.5535 -0.8271
N -1.4297 3.5551 -0.6418
C -2.5909 0.7460 0.9434
C 0.6861 5.7998 -0.8181
C 0.3283 -1.7920 3.4646
C -3.6171 3.2217 -3.7060
C 4.8748 -2.1989 0.5426
C -0.1519 3.4201 -1.1705
C -3.4234 2.5336 -8.1691
C -0.9630 -1.2786 3.5973
H 3.9622 6.6396 -1.1427
C 2.0762 3.8441 -1.4166
C 4.1800 -0.3806 -0.8834
H -4.6545 4.3774 -5.1928
C -4.4980 1.0002 -5.1021
H -3.2646 4.0941 -3.1663
N 2.0933 -1.5543 1.7454
C -1.7257 -1.5458 4.7223
H 0.5352 -3.4708 6.3702
C -4.9140 2.5363 -8.3661
H 4.6803 -2.8666 1.3713
H 0.7183 -1.9471 -4.8026
C 0.1273 -2.8539 5.5792
H -0.0538 -1.7374 -7.1676
H -0.9494 0.3844 -8.0137
C -1.2326 -0.5041 2.3844
H 1.8948 -2.9691 4.3397
N -0.0918 -0.5915 1.5795
S -5.9560 2.4763 -6.9184
C -0.6292 0.3158 -6.9819
O -5.4468 2.6139 -9.4442
O -0.3105 2.2153 -3.8511
C -4.3875 3.3853 -4.8491
H 7.2235 -1.4602 -1.8008
C -5.8164 2.5650 1.6807
H -1.1269 2.3828 -6.5022
O 0.5601 0.2371 -3.0678
N 2.0764 0.0887 -0.0156
C -3.7372 0.8443 -3.9610
C -3.7185 1.6921 0.8585
N 0.5221 2.1762 -1.4569
C 3.0989 5.9857 -1.1416
C 0.3174 -1.0181 -5.1839
N -2.3096 0.1585 2.1411
C 0.8907 -2.5816 4.4526
H -6.6696 2.4720 2.3413
H -3.1116 1.5836 -7.7334
C 3.9430 -1.2488 0.1732
C -5.7186 3.6477 0.8194
C -0.7334 1.4373 -6.1563
H -4.5368 4.6115 -0.6925
H 4.2064 4.2255 -1.6345
H -0.2821 6.2152 -0.5710
H -4.8776 0.7627 2.3845
C -4.8389 2.2757 -5.5540
H -2.7244 -1.1398 4.8163
Rh 0.1132 0.4772 -0.0218
C 6.2940 -1.3874 -1.2503
C 3.0063 0.5141 -0.9488
H 5.5254 0.2632 -2.4245
C -2.4507 2.8616 -0.9525
C 6.0578 -2.2602 -0.1890

=====

Stability ranking, top and bottom: b is the most stable and a is the least stable.

=====

a.
15
Properties=species:S:1:pos:R:3 method="wB97M-V/def2-TZVPD" homo_energy_ha="-0.519 / -0.519" orbital_gap_ha="0.3905 / 0.1910" total_charge=+1 spin_multiplicity=2
H -1.4691 -1.6163 -3.2336
C -0.5739 -0.8774 -1.3699
N 1.9467 0.8024 1.9818
H 1.7856 -0.1314 2.3640
H -0.4816 0.1913 -1.7095
O 0.0445 -1.3692 -0.4584
H -1.8355 -2.4765 -1.7934
H 0.1976 0.1549 0.4072
C -1.7006 -1.4547 -2.1689
H 2.7275 0.8195 1.3278
H 1.0649 2.6059 1.6774
C 0.6837 1.5913 1.7791
H -2.5563 -0.7952 -2.1539
O 0.0571 1.1018 0.6681
H 0.1094 1.4537 2.6824

=====

b.
15
Properties=species:S:1:pos:R:3 method="wB97M-V/def2-TZVPD" homo_energy_ha="-0.531 / -0.530" orbital_gap_ha="0.3830 / 0.1845" total_charge=+1 spin_multiplicity=2
H -0.6633 -1.4638 2.3233
H 0.7307 -2.1180 -1.4628
C 0.6760 -1.9310 0.6047
C -0.4597 1.8812 -1.2161
N 0.1621 1.2481 -0.1051
H 0.0550 1.7216 0.7924
H -1.5429 1.7612 -1.1198
O 1.7958 -2.1737 0.8981
H -0.0784 1.5036 -2.1611
H -0.0112 -0.2070 1.4399
H -0.2547 2.9663 -1.2505
H -1.3487 -0.9272 0.7257
H 1.1850 1.1436 -0.0780
O 0.2204 -2.1908 -0.6713
C -0.4660 -1.2142 1.2806

=====

Stability ranking, top and bottom: a is the most stable and b is the least stable.

=====

a.
22
Properties=species:S:1:pos:R:3 method="wB97M-V/def2-TZVPD" homo_energy_ha="-0.531 / -0.531" orbital_gap_ha="0.4037 / 0.1657" total_charge=+1 spin_multiplicity=2
H -0.2811 2.2448 -1.3793
H 3.2412 0.8698 -0.2124
H 0.2874 0.7941 0.6662
H -1.5604 2.4504 1.0318
H -1.9440 -1.6585 -2.0118
H -1.1012 -2.3975 -0.6638
H -2.5800 1.7152 0.0052
C -0.7235 0.5645 0.3239
O 1.8627 -1.6529 2.2895
O 0.6916 -0.7446 -1.2042
C -1.4648 1.8347 0.1008
H 2.0329 -1.3021 1.4032
H 1.8063 -2.6027 2.1144
H -0.8429 0.3450 -1.8303
H 1.2552 -0.6991 -0.4226
O 3.1093 0.2126 0.4749
C -1.5937 -1.4866 -1.0047
H 3.1241 0.5927 1.3650
C -0.6451 -0.3165 -0.9660
H -1.1771 0.0246 1.1472
H -2.4602 -1.4239 -0.3362
O -1.0364 2.6363 -0.8908

=====

b.
22
Properties=species:S:1:pos:R:3 method="wB97M-V/def2-TZVPD" homo_energy_ha="-0.520 / -0.520" orbital_gap_ha="0.2987 / 0.1562" total_charge=+1 spin_multiplicity=2
H -1.1271 -1.4529 0.8023
H -2.2689 0.5900 1.9296
C -0.5164 -0.5933 1.0962
H -0.8016 -1.3456 3.0363
C 0.0385 -0.9021 2.4983
C -1.4967 0.6095 1.1605
C -2.0481 0.8198 -0.2435
H 0.2150 -0.4730 0.2961
H -0.3567 -0.9197 -2.0551
H 0.4888 -2.0376 -2.6626
H -2.3433 1.8333 -0.5924
H 0.9075 1.2911 -1.0783
H 0.3098 -0.0037 3.0472
O -2.2265 -0.0558 -1.0324
H 1.6729 2.5797 -1.6520
H 0.8202 -1.6391 2.3494
O 0.5497 -1.2571 -2.1370
O 2.7879 0.1720 -1.5054
H 2.0769 -0.2846 -1.9958
O 0.8143 2.1995 -1.4399
H 3.3209 -0.5698 -1.2066
H -0.8170 1.4392 1.3850

=====

Stability ranking, top and bottom: b is the most stable and a is the least stable.

=====

a.
15
Properties=species:S:1:pos:R:3 method="wB97M-V/def2-TZVPD" homo_energy_ha=-0.152 orbital_gap_ha=0.2730 total_charge=-1 spin_multiplicity=1
O 1.2707 -0.3474 -1.0784
C 1.5571 -1.3370 -0.3705
H -2.2720 -0.0652 -0.7841
O 1.1752 -1.6272 0.7836
H -2.3726 2.1658 0.4627
N 2.4309 -2.3027 -1.0034
H -0.7365 -0.3797 0.0552
H 2.9418 -2.8379 -0.3173
H 3.0210 -1.8439 -1.6802
H -2.2367 -0.2905 0.9700
C -1.6973 0.1248 0.1195
H -0.3661 3.2488 1.6117
C -1.4560 1.6194 0.2576
S -0.2861 1.9089 1.6320
H -0.9734 1.9639 -0.6584

=====

b.
15
Properties=species:S:1:pos:R:3 method="wB97M-V/def2-TZVPD" homo_energy_ha=-0.115 orbital_gap_ha=0.2556 total_charge=-1 spin_multiplicity=1
H -3.0972 0.6349 -1.0207
H 3.6012 -0.6290 -2.5085
H 0.2828 1.4485 0.6013
H -0.6979 1.0096 2.0292
C 0.1560 -0.6857 0.9377
C -1.6633 1.1370 0.2048
H -1.9342 -0.7020 -0.6541
H 1.2256 -0.5776 1.1589
H -0.1781 -1.2147 1.8473
C -0.4319 0.7426 1.0161
O 3.9803 -1.1000 -1.7539
O -2.0263 2.3153 0.2333
S -0.1412 -1.7261 -0.5225
H 3.2970 -0.8701 -1.1050
N -2.3729 0.2171 -0.4641

=====

Stability ranking, top and bottom: a is the most stable and b is the least stable.